No. 1
C26H37BO6SV as an isolated structure. Source: the OMol25 dataset; level of theory: the ωB97M-V functional and the def2-TZVPD basis.

Results
strongest force on any atom = 0.0119 hartree/bohr
LUMO energy (alpha / beta) = -0.1255 / -0.1141 hartree
⟨S²⟩ = 2.036
ΔE to the lowest compared entry with this formula, charge and spin = 22.0 kcal per mole
total charge = +1
highest occupied orbital energy (alpha / beta) = -0.4191 / -0.4199 hartree
2S+1 = 3

XYZ file:
```
72
Properties=species:S:1:pos:R:3:mulliken_spin:R:1
V 0.76963 0.39149 -1.33960 2.23
O 0.71052 0.46425 1.40688 0.01
C 2.07110 0.30279 1.86875 0.00
C 2.95098 0.28451 0.60619 0.02
O 4.10261 0.57823 0.54582 -0.01
O 2.25186 -0.15588 -0.46427 0.00
C 2.27150 -1.07667 2.49045 0.00
C 3.34687 -1.29843 3.34747 0.00
C 3.56567 -2.55865 3.87583 0.00
C 2.71803 -3.61048 3.54968 0.00
C 1.66411 -3.39911 2.67716 0.00
C 1.44563 -2.13775 2.13720 -0.01
C 2.37602 1.46223 2.80443 -0.01
C 1.93276 1.38774 4.12262 0.00
C 2.07017 2.46932 4.97738 0.00
C 2.65493 3.64317 4.52339 0.00
C 3.09622 3.72632 3.21188 0.00
C 2.95608 2.64307 2.35509 0.00
H 0.14235 0.05047 2.06667 0.00
H 4.01239 -0.48314 3.60032 0.00
H 4.40044 -2.72268 4.54394 0.00
H 2.88856 -4.59383 3.96725 0.00
H 1.01434 -4.21884 2.39974 0.00
H 0.65396 -2.00748 1.40950 0.01
H 1.48895 0.47080 4.49304 0.00
H 1.72858 2.39314 6.00122 0.00
H 2.77405 4.48553 5.19184 0.00
H 3.56542 4.63337 2.85380 0.00
H 3.33119 2.72187 1.34427 0.00
C -2.19039 -3.64659 -1.03983 0.00
C -0.88037 -3.64280 -1.81204 -0.01
C -0.21090 -4.99956 -1.73933 0.00
O -0.01624 -2.65705 -1.15357 -0.10
B -0.13793 -1.50508 -1.86109 -0.08
O -0.84339 -1.62066 -3.02265 -0.05
C -1.01205 -3.06421 -3.25256 -0.01
C -2.35396 -3.29303 -3.91387 0.00
C 0.12076 -3.48493 -4.17535 0.00
H -1.98150 -3.86913 0.00630 0.00
H -2.87338 -4.40589 -1.42093 0.00
H -2.68837 -2.67662 -1.09417 0.00
H -0.23353 -5.37236 -0.71563 0.00
H 0.82658 -4.94958 -2.06179 0.00
H -0.73725 -5.71870 -2.36955 0.00
H -3.17454 -2.89010 -3.32388 0.00
H -2.52447 -4.36055 -4.06385 0.00
H -2.36488 -2.81179 -4.89151 0.00
H 1.09439 -3.36388 -3.69931 0.00
H 0.09511 -2.86361 -5.06999 0.00
H 0.01392 -4.52600 -4.47961 0.00
C -0.29289 5.82013 -0.27059 0.00
C -1.66236 5.36126 -0.75407 0.00
C -1.60666 4.14472 -1.67819 0.00
S -1.08144 2.69002 -0.75665 -0.01
O -0.55444 1.71389 -1.86119 0.01
C -2.64554 1.95772 -0.22154 0.02
C -3.29362 0.99179 -1.20964 -0.03
C -3.80737 1.60831 -2.50226 0.00
H -0.39031 6.65783 0.41772 0.00
H 0.32559 6.14656 -1.10769 0.00
H 0.24368 5.03034 0.25867 0.00
H -2.14577 6.15478 -1.32633 0.00
H -2.32827 5.16164 0.09074 0.00
H -0.84602 4.25906 -2.45296 0.00
H -2.56187 3.92671 -2.14946 0.00
H -3.28246 2.81606 0.01214 0.00
H -2.40760 1.45608 0.71684 -0.01
H -4.11584 0.52849 -0.65970 0.00
H -2.58920 0.18923 -1.43768 0.03
H -4.45413 2.46792 -2.31288 0.00
H -4.39492 0.87598 -3.05391 0.00
H -2.99109 1.91823 -3.15516 0.00
```

=====

No. 2
A 22-piece molecular cluster, C37H123N39O22 overall. Source: the OMol25 dataset; level of theory: the ωB97M-V functional and the def2-TZVPD basis.

Results
strongest force on any atom = 0.1353 hartree/bohr
LUMO energy = -0.0189 hartree
ΔE to the lowest compared entry with this formula, charge and spin = 0.0 kcal per mole
highest occupied orbital energy = -0.3235 hartree

XYZ file:
```
221
Properties=species:S:1:pos:R:3:lowdin_charge:R:1
C -2.02704 -3.65177 -0.29627 -0.70
O -2.24396 -3.82254 -1.49700 -0.04
N -1.53183 -4.64220 0.39603 0.20
N -2.30108 -2.58669 0.43094 0.21
H -1.51975 -4.43507 1.38449 0.06
H -1.29893 -5.52243 -0.04109 0.08
H -2.72307 -1.78855 -0.02180 0.07
H -1.90214 -2.52957 1.35707 0.07
C 0.14004 0.24197 -1.13117 -0.74
O 0.44374 1.35174 -1.49303 0.00
N -0.38683 -0.60599 -1.98524 0.20
N 0.36966 -0.26495 0.06987 0.21
H -0.80475 -0.16615 -2.79269 0.05
H -0.47153 -1.59402 -1.79358 0.09
H 0.22301 -1.24237 0.27782 0.09
H 0.68750 0.45631 0.70143 0.06
C 0.40235 4.66768 -4.86225 -0.77
O 0.01179 3.93118 -5.75531 -0.02
N 0.71207 4.18651 -3.71755 0.22
N 0.44130 5.95464 -4.93005 0.21
H 1.06261 4.80593 -3.00093 0.06
H 0.34432 3.25035 -3.62566 0.11
H 0.73443 6.47844 -4.11776 0.10
H 0.18739 6.36523 -5.81720 0.13
C 6.72617 2.85687 1.87421 -0.78
O 7.85356 3.27763 1.89957 0.03
N 6.16402 2.46248 2.97807 0.17
N 6.00010 2.85563 0.75574 0.18
H 6.66455 2.81276 3.78236 0.12
H 5.19367 2.19865 3.07261 0.07
H 5.11257 2.39071 0.62837 0.09
H 6.33129 3.19825 -0.13478 0.09
C -1.65891 -3.75682 4.08376 -0.73
O -1.55829 -3.51697 2.90054 0.00
N -1.43349 -2.77454 4.96415 0.19
N -1.77432 -4.94999 4.52262 0.21
H -1.48636 -1.85454 4.55077 0.05
H -1.52231 -2.80068 5.96990 0.11
H -1.96314 -4.97492 5.51449 0.13
H -1.75151 -5.68422 3.82945 0.14
C -0.96541 -3.03040 -4.98764 -0.76
O 0.12732 -3.11435 -4.47394 0.01
N -2.07056 -3.24656 -4.31030 0.21
N -1.06023 -2.89844 -6.30044 0.17
H -2.95804 -3.28653 -4.79079 0.08
H -2.04916 -3.52306 -3.33912 0.06
H -1.96847 -2.54659 -6.56762 0.11
H -0.17397 -2.55746 -6.64448 0.09
C -5.33965 -4.83142 -3.32278 -0.73
O -5.08376 -3.85290 -4.05872 -0.02
N -4.63357 -5.12187 -2.27793 0.18
N -6.33051 -5.69375 -3.48832 0.16
H -3.88409 -4.50018 -2.00978 0.07
H -4.96942 -5.78501 -1.59417 0.11
H -6.54466 -6.14629 -2.61115 0.10
H -7.03805 -5.63426 -4.20660 0.12
C 3.42553 -0.74444 -6.06665 -0.77
O 4.35197 -0.71580 -5.26647 0.03
N 2.29737 -1.28941 -5.93587 0.19
N 3.45201 -0.21600 -7.27241 0.16
H 1.97372 -1.86085 -5.16852 0.10
H 1.67449 -0.94137 -6.65071 0.10
H 4.29737 0.31486 -7.42616 0.12
H 2.63822 -0.23561 -7.87030 0.11
C -1.59506 1.33627 -4.63791 -0.82
O -2.07216 0.54129 -3.90692 0.03
N -2.03110 2.52209 -4.74182 0.22
N -0.59456 1.07845 -5.46954 0.19
H -2.87360 2.73325 -4.22634 0.10
H -1.41100 3.04953 -5.33964 0.07
H -0.20563 1.81695 -6.03827 0.09
H -0.07720 0.22047 -5.34182 0.09
C 1.75651 3.07063 0.94586 -0.73
O 1.26697 2.06122 1.36622 0.03
N 2.56722 3.95801 1.49264 0.19
N 1.80629 3.32326 -0.32551 0.18
H 3.00229 4.70764 0.97412 0.12
H 2.89975 3.69741 2.41004 0.06
H 2.36010 4.08066 -0.69931 0.08
H 1.25354 2.79191 -0.98295 0.05
C -3.60903 0.52540 -0.10475 -0.79
O -2.56581 1.00117 0.38218 0.00
N -4.72883 0.65387 0.53376 0.20
N -3.67655 -0.21104 -1.13643 0.21
H -4.68660 1.12855 1.42425 0.13
H -5.49818 0.12692 0.14576 0.12
H -4.48552 -0.73506 -1.43822 0.13
H -2.90240 0.02713 -1.73980 0.10
C 2.24221 -6.56738 2.35882 -0.86
O 2.41380 -7.61338 2.96572 0.01
N 1.41587 -5.65644 2.68051 0.18
N 2.97424 -6.17695 1.41030 0.18
H 0.86426 -5.76672 3.51936 0.11
H 1.33181 -4.90251 2.01370 0.07
H 3.56619 -6.89454 1.01691 0.13
H 2.64142 -5.40408 0.85172 0.06
C 1.14753 6.94524 -1.61083 -0.81
O 1.81617 5.96505 -1.76897 0.03
N 1.54744 8.15347 -1.47026 0.18
N -0.15503 6.97700 -1.73390 0.18
H 2.52833 8.24285 -1.24672 0.13
H 0.93876 8.92051 -1.71774 0.13
H -0.56937 6.05590 -1.73522 0.07
H -0.69794 7.77498 -1.43629 0.12
C -6.65091 2.45713 -2.82813 -0.78
O -6.27966 3.56341 -3.24377 0.01
N -7.51997 2.20403 -1.94523 0.19
N -5.88316 1.44819 -3.15320 0.16
H -7.84073 1.25601 -1.80930 0.12
H -8.08858 2.97411 -1.62311 0.13
H -5.94840 0.50643 -2.79412 0.09
H -5.11514 1.63127 -3.78307 0.11
C -2.33666 3.83301 -1.77873 -0.75
O -1.99806 4.85301 -2.39032 -0.01
N -3.45131 3.22771 -2.02702 0.19
N -1.58949 3.21173 -0.92322 0.21
H -3.71712 2.37071 -1.56335 0.08
H -4.01834 3.67550 -2.73277 0.09
H -1.89017 2.44741 -0.33542 0.06
H -0.60228 3.42501 -0.92820 0.08
C 2.17945 -3.14719 -0.62363 -0.70
O 1.74814 -3.99445 0.13486 0.00
N 2.97707 -2.16374 -0.23171 0.18
N 1.77854 -2.85627 -1.85081 0.19
H 3.29251 -2.24150 0.72461 0.09
H 3.53946 -1.60977 -0.86174 0.07
H 2.02269 -1.94838 -2.21992 0.05
H 1.03776 -3.37351 -2.30226 0.08
C 2.96045 2.82504 4.65934 -0.80
O 2.49337 3.91666 4.31565 0.01
N 3.68017 2.71341 5.72108 0.19
N 2.90174 1.81664 3.84418 0.18
H 3.63448 3.48174 6.37506 0.12
H 4.25704 1.95790 6.06242 0.12
H 2.17926 1.97426 3.15621 0.07
H 3.08271 0.92339 4.27942 0.05
C -0.46335 -6.89395 -1.96668 -0.06
C -1.79587 -7.37071 -2.37628 -0.50
C -1.85740 -8.80429 -2.96907 -0.18
O -3.16660 -9.37106 -2.95196 -0.18
C -3.98688 -8.88013 -4.01008 -0.10
N -2.60721 -7.20541 -1.25302 0.05
H -0.44388 -5.85717 -1.63082 0.06
H 0.25490 -7.13080 -2.75161 0.09
H -0.04020 -7.49440 -1.16139 0.09
H -2.22649 -6.77491 -3.18107 0.12
H -1.22347 -9.43906 -2.34996 0.12
H -1.24410 -8.79758 -3.87014 0.13
H -4.93782 -9.40196 -3.90283 0.09
H -3.61130 -9.22858 -4.97217 0.09
H -4.03533 -7.79124 -4.00353 0.07
H -3.49093 -7.54052 -1.60913 0.06
H -2.67585 -6.25637 -0.91434 0.03
C -0.90745 6.50101 1.26036 -0.05
C -1.17973 6.49277 2.78788 -0.48
C -0.06880 5.87272 3.58075 -0.18
O 0.06059 6.29121 4.96650 -0.18
C -0.62400 5.49146 5.89269 -0.12
N -1.33486 7.81832 3.21116 0.04
H -0.75720 5.44086 1.05636 0.07
H -0.04169 7.07639 0.93249 0.06
H -1.67467 7.00393 0.67169 0.08
H -2.13568 6.00051 2.96658 0.14
H 0.84626 6.07509 3.02413 0.12
H -0.27974 4.80335 3.58814 0.12
H -0.55657 4.40708 5.80510 0.06
H -1.69705 5.68103 5.91965 0.09
H -0.30840 5.68996 6.91694 0.09
H -0.97355 7.80691 4.15425 0.06
H -0.53937 8.30309 2.82093 0.07
C 5.45490 -0.22049 -1.98823 -0.05
C 4.10914 0.56780 -2.17398 -0.34
C 4.35899 1.88185 -2.99677 -0.18
O 5.16975 2.72551 -2.19075 -0.24
C 5.19131 4.11373 -2.60782 -0.06
N 3.04645 -0.34995 -2.77081 0.06
H 6.40446 0.31457 -2.00108 0.07
H 5.49003 -0.88064 -2.85487 0.07
H 5.51252 -0.71315 -1.01763 0.06
H 3.78958 0.69459 -1.13962 0.11
H 3.39091 2.34752 -3.18131 0.11
H 4.79175 1.70566 -3.98155 0.12
H 5.47552 4.27974 -3.64693 0.09
H 5.74121 4.73483 -1.90075 0.08
H 4.13737 4.28427 -2.38822 0.07
H 2.26238 0.28301 -2.70225 0.05
H 3.30163 -0.50569 -3.73555 0.02
C -3.24152 0.40793 5.52816 -0.06
C -2.42852 0.84100 4.35194 -0.42
C -0.96097 0.79598 4.67907 -0.22
O -0.83072 1.88003 5.55534 -0.20
C 0.14540 1.65534 6.57681 -0.06
N -2.69518 -0.14545 3.29978 0.06
H -4.25232 0.02493 5.38788 0.08
H -3.00361 1.01021 6.40495 0.09
H -2.91743 -0.61254 5.73239 0.05
H -2.76730 1.83441 4.05792 0.14
H -0.31649 0.99384 3.82257 0.13
H -0.71870 -0.21587 5.00397 0.09
H 1.06571 1.53196 6.00594 0.07
H -0.20185 0.88510 7.26547 0.09
H 0.21355 2.59275 7.12880 0.09
H -3.60020 -0.24923 2.86357 0.06
H -2.27439 0.17078 2.43779 0.04
C 1.89363 -1.85052 3.05011 -0.04
C 2.26537 -1.60018 4.49298 -0.45
C 2.32227 -2.94875 5.18315 -0.20
O 2.65516 -2.87106 6.55276 -0.16
C 1.62909 -2.33806 7.38491 -0.09
N 3.49857 -0.87237 4.58739 0.06
H 0.80535 -1.86481 2.99051 0.08
H 2.32744 -2.80441 2.75006 0.07
H 2.31788 -1.13737 2.34334 0.07
H 1.45642 -1.05506 4.97933 0.10
H 3.06894 -3.55999 4.67623 0.14
H 1.40189 -3.53165 5.14802 0.11
H 0.62369 -2.72034 7.20845 0.07
H 1.39609 -1.31146 7.10226 0.06
H 1.77417 -2.35009 8.46516 0.09
H 4.16296 -1.17899 3.89121 0.10
H 3.92606 -1.22489 5.43184 0.09
```

=====

No. 3
One molecule with the formula C9H9N3OS. Source: the OMol25 dataset; level of theory: the ωB97M-V functional and the def2-TZVPD basis.

Results
strongest force on any atom = 0.0653 hartree/bohr
LUMO energy (alpha / beta) = -0.1464 / -0.1468 hartree
ΔE to the lowest compared entry with this formula, charge and spin = 115.2 kcal per mole
highest occupied orbital energy (alpha / beta) = -0.3310 / -0.3347 hartree

XYZ file:
```
23
Properties=species:S:1:pos:R:3:lowdin_charge:R:1
C 2.37708 -2.10379 -1.12206 -0.23
C 4.30930 -0.83403 -1.53080 -0.17
C -0.01755 1.14402 0.26382 -0.45
C -0.98618 0.76099 -0.90075 -0.23
C 2.47512 0.40301 -0.21917 -0.23
C 0.23476 -0.12554 -1.41042 -0.73
C 2.97793 -0.82986 -0.95397 -0.13
C -2.19714 -0.04048 -0.41007 -0.05
C 2.83226 0.31968 1.34106 0.02
N 1.83841 -3.12534 -1.06063 0.21
N 5.46955 -0.84853 -1.69393 0.19
N 1.03007 0.60135 -0.37891 -0.01
O -0.02811 1.87080 1.22708 0.10
S 0.79955 0.15146 -3.02235 0.79
H -1.19603 1.66097 -1.59798 0.17
H 3.08880 1.31374 -0.43772 0.17
H 0.17770 -1.19442 -1.07604 0.10
H -1.81776 -0.62161 0.49563 0.11
H -2.49640 -0.86890 -1.01636 0.07
H -2.90648 0.78024 -0.10379 0.11
H 2.96339 1.29400 1.59869 0.05
H 3.80573 -0.09864 1.38859 0.07
H 2.18494 -0.22829 2.00309 0.09
```